Record 1
Formula: C18H30BeCaCl2FN6NaO4SSi
Source: OMol25
Level of theory: ωB97M-V with the def2-TZVPD basis set

Calculated values
* gap between HOMO and LUMO: 1.601 eV
* charge: +2
* F_max: 5.0 eV/A
* E_HOMO: -11.0 eV

XYZ file:
```
66
C18H30BeCaCl2FN6NaO4SSi (ωB97M-V with the def2-TZVPD basis set)
C -3.413 0.582 1.351
C -2.179 1.376 0.953
C -1.535 2.102 1.925
C -0.337 2.835 1.493
N 0.537 3.655 2.302
S 1.700 4.247 1.248
N 1.291 3.581 -0.217
C 0.172 2.853 0.091
C -0.557 2.067 -0.845
C -1.663 1.376 -0.405
C -2.353 0.524 -1.473
C -1.594 -0.834 -1.455
O -1.826 -1.413 -0.181
Si -0.485 -1.828 0.776
C 0.172 -0.399 1.830
C 0.965 -2.570 -0.144
C -1.130 -3.105 2.011
H -3.175 -0.037 2.227
H -3.775 -0.038 0.533
H -4.209 1.297 1.621
H -1.924 2.090 2.962
H -0.279 1.983 -1.893
H -2.285 1.028 -2.446
H -3.419 0.375 -1.284
H -0.544 -0.613 -1.695
H -2.050 -1.465 -2.232
H -0.645 -0.016 2.483
H 1.039 -0.827 2.485
H 0.603 0.369 1.151
H 1.871 -2.181 0.348
H 1.039 -2.307 -1.205
H 0.952 -3.649 0.038
H -0.464 -3.007 2.885
H -1.062 -4.127 1.631
H -2.139 -2.818 2.345
F 2.236 -2.033 2.691
N -2.978 -0.026 4.929
H -2.001 -0.114 4.516
H -3.553 0.637 4.348
H -3.420 -0.959 4.931
H -2.914 0.337 5.918
N 4.254 -3.834 -1.297
O 5.539 -4.263 -1.370
O 3.570 -4.229 -0.400
O 3.889 -3.078 -2.160
Na 1.836 1.766 1.981
Ca -1.279 1.527 4.470
Cl 6.908 -4.087 -0.234
N 3.618 -0.943 -7.029
C 3.199 -2.172 -7.452
C 3.137 -3.000 -6.355
C 3.529 -2.240 -5.229
C 3.818 -0.970 -5.676
H 3.757 -0.144 -7.620
H 2.983 -2.355 -8.491
H 2.843 -4.036 -6.366
H 3.594 -2.581 -4.209
H 4.148 -0.091 -5.149
Cl 5.189 -2.820 1.385
Be 3.627 6.013 0.621
C -4.004 5.711 1.860
C -3.578 5.054 3.096
N -3.245 4.550 4.075
H -3.669 5.133 1.000
H -5.090 5.787 1.839
H -3.576 6.711 1.808
```


Record 2
Formula: C6H15N4O
Source: OMol25
Level of theory: ωB97M-V with the def2-TZVPD basis set

Calculated values
* gap between HOMO and LUMO (alpha / beta): 7.917 / 7.917 eV
* charge: +1
* energy above the lowest of the compared OMol25 structures with the same formula, charge and spin: 63.2 kcal per mole
* F_max: 3.6 eV/A
* E_HOMO (alpha / beta): -11.7 / -11.7 eV

XYZ file:
```
26
C6H15N4O (ωB97M-V with the def2-TZVPD basis set)
C 0.893 -2.097 0.399
C 2.219 -0.155 -0.036
C -0.622 -0.241 -1.554
C 0.020 -0.831 0.710
C 1.079 0.273 0.848
C 0.515 1.983 -0.679
N 1.974 -1.538 -0.411
N 0.203 3.271 -0.955
N -3.465 -0.289 0.918
N -0.939 -0.499 -0.295
O 0.653 1.612 0.599
H 1.274 -2.480 1.331
H 0.368 -2.799 -0.157
H 2.203 0.494 -0.864
H 3.190 0.119 0.350
H -1.418 -0.057 -2.284
H 0.281 -0.282 -2.107
H -0.600 -1.086 1.598
H 1.640 0.472 1.875
H 2.760 -2.266 -0.488
H 0.319 4.060 -0.243
H 0.516 3.550 -1.923
H -4.250 0.150 0.498
H -3.755 -1.254 1.081
H -3.163 0.284 1.679
H -1.893 -0.392 0.108
```


Record 3
Formula: CHClOS2
Source: OMol25
Level of theory: ωB97M-V with the def2-TZVPD basis set

Calculated values
* gap between HOMO and LUMO: 9.033 eV
* charge: 0
* energy above the lowest of the compared OMol25 structures with the same formula, charge and spin: 14.8 kcal per mole
* F_max: 2.6 eV/A
* E_HOMO: -9.0 eV

XYZ file:
```
6
CHClOS2 (ωB97M-V with the def2-TZVPD basis set)
C -0.800 0.625 4.852
O -0.372 1.235 3.984
S -0.145 -1.344 0.240
S 1.266 -0.084 0.937
Cl 1.509 -0.454 2.861
H -1.075 -0.967 1.134
```


Record 4
Formula: C6H7FO
Source: OMol25
Level of theory: ωB97M-V with the def2-TZVPD basis set

Calculated values
* gap between HOMO and LUMO (alpha / beta): 8.051 / 8.050 eV
* charge: 0
* energy above the lowest of the compared OMol25 structures with the same formula, charge and spin: 71.0 kcal per mole
* F_max: 4.4 eV/A
* E_HOMO (alpha / beta): -8.1 / -8.1 eV

XYZ file:
```
15
C6H7FO (ωB97M-V with the def2-TZVPD basis set)
C -1.194 1.613 -0.243
C 0.137 1.674 -0.390
C -1.749 0.317 -0.015
C 1.020 0.450 -0.007
C 0.246 -0.604 0.713
C 0.282 -1.979 0.050
O -2.636 -0.382 -0.396
F 2.052 0.963 0.743
H -1.679 2.607 -0.357
H 0.638 2.647 -0.759
H 1.516 -0.049 -0.819
H 0.272 -0.416 1.817
H 1.293 -2.007 -0.433
H -0.433 -2.033 -0.669
H 0.236 -2.801 0.765
```


Record 5
Formula: C16H21BrN2NiO2SSe2
Source: OMol25
Level of theory: ωB97M-V with the def2-TZVPD basis set

Calculated values
* gap between HOMO and LUMO (alpha / beta): 8.642 / 8.136 eV
* multiplicity: 3
* charge: 0
* F_max: 0.8 eV/A
* ⟨S²⟩: 2.0069
* E_HOMO (alpha / beta): -8.3 / -8.4 eV

XYZ file:
```
46
C16H21BrN2NiO2SSe2 (ωB97M-V with the def2-TZVPD basis set)
Ni 0.065 0.456 0.823
C -4.224 -4.535 5.326
C -3.581 -4.059 4.045
C -4.340 -3.503 3.020
C -3.749 -3.074 1.837
C -2.371 -3.186 1.683
C -1.598 -3.756 2.688
C -2.205 -4.187 3.856
S -1.567 -2.582 0.228
O -0.253 -3.162 0.255
O -2.433 -2.864 -0.884
N -1.376 -1.010 0.468
C -2.374 -0.062 0.287
C -3.616 -0.188 -0.358
C -4.424 0.930 -0.409
C -3.997 2.145 0.130
C -2.739 2.194 0.685
N -1.953 1.115 0.774
H -5.290 -4.307 5.343
H -3.762 -4.062 6.196
H -4.108 -5.614 5.442
H -5.416 -3.416 3.140
H -4.361 -2.681 1.038
H -0.531 -3.878 2.540
H -1.600 -4.637 4.638
H -3.884 -1.115 -0.839
H -5.388 0.867 -0.900
H -4.612 3.034 0.088
H -2.320 3.115 1.074
C 1.803 0.847 3.874
Se 0.464 -0.318 3.118
C 1.643 -1.792 2.629
C 2.706 -1.420 1.611
Se 1.974 -1.020 -0.164
C 3.416 0.151 -0.686
H 2.354 0.294 4.631
H 1.265 1.673 4.330
H 2.446 1.233 3.091
H 0.979 -2.558 2.238
H 2.098 -2.152 3.548
H 3.405 -2.244 1.493
H 3.258 -0.534 1.906
H 4.347 -0.402 -0.582
H 3.399 1.047 -0.073
H 3.260 0.416 -1.729
Br 1.209 2.466 0.700
```


Record 6
Formula: C3H8N2O
Source: OMol25
Level of theory: ωB97M-V with the def2-TZVPD basis set

Calculated values
* gap between HOMO and LUMO: 10.577 eV
* charge: 0
* energy above the lowest of the compared OMol25 structures with the same formula, charge and spin: 72.5 kcal per mole
* F_max: 6.5 eV/A
* E_HOMO: -9.7 eV

XYZ file:
```
14
C3H8N2O (ωB97M-V with the def2-TZVPD basis set)
C 1.046 0.517 -1.371
C -0.846 1.016 -2.626
N 0.132 0.194 -2.509
H 0.529 0.321 -0.396
H 1.266 1.578 -1.352
H 1.945 -0.171 -1.589
H -1.382 1.077 -3.560
H -0.994 1.907 -1.967
C -0.185 -0.523 2.666
N -0.595 -1.751 2.453
O -0.451 0.619 2.324
H 0.885 -0.563 3.146
H 0.195 -2.259 2.366
H -1.545 -1.960 2.413
```


Q: What is the charge in the third record?
A: 0


Q: F_max of number 1 (C18H30BeCaCl2FN6NaO4SSi)?
A: 5.0 eV/A


Q: Among the records above, which one has the highest F_max?
A: C3H8N2O